(1)
{"formula": "C26H26N4O4RuS2", "method": "the ωB97M-V functional and the def2-TZVPD basis", "spin_multiplicity": 2, "homo_lumo_gap_ev": [6.82, 6.98], "e_homo_ev": [-4.2, -4.6], "total_charge": -1, "elements": ["Ru", "O", "C", "C", "C", "C", "C", "C", "C", "N", "C", "C", "N", "C", "C", "C", "C", "C", "C", "C", "O", "H", "H", "H", "H", "H", "H", "H", "H", "H", "H", "H", "H", "H", "H", "O", "C", "O", "C", "C", "C", "C", "C", "C", "S", "H", "H", "H", "H", "C", "N", "C", "S", "N", "C", "H", "H", "H", "H", "H", "H", "H", "H"], "positions_angstrom": [[0.2204, -0.2359, 0.1478], [-1.6436, -0.5856, -0.6482], [-2.3979, -1.5703, -0.2334], [-3.7698, -1.3618, -0.0110], [-4.5895, -2.4083, 0.3517], [-4.0897, -3.7029, 0.5072], [-2.7457, -3.9221, 0.2985], [-1.8880, -2.8840, -0.0756], [-0.4769, -3.1823, -0.1988], [0.4514, -2.3607, -0.5108], [1.8293, -2.7820, -0.3219], [2.3230, -2.1006, 0.9626], [2.1728, -0.6795, 0.6953], [3.0896, 0.1664, 0.9714], [3.1295, 1.4754, 0.3773], [4.0919, 2.3947, 0.8195], [4.2426, 3.6254, 0.2293], [3.4101, 3.9458, -0.8565], [2.4779, 3.0596, -1.3311], [2.2881, 1.7773, -0.7444], [1.4166, 0.9735, -1.2481], [-4.1477, -0.3542, -0.1252], [-5.6416, -2.2174, 0.5295], [-4.7404, -4.5111, 0.8128], [-2.3275, -4.9127, 0.4462], [-0.2010, -4.2202, 0.0245], [2.4261, -2.3991, -1.1533], [1.9327, -3.8720, -0.2762], [3.3668, -2.3588, 1.1640], [1.6847, -2.3807, 1.8016], [3.9503, -0.1547, 1.5659], [4.7244, 2.1113, 1.6556], [4.9800, 4.3303, 0.5890], [3.4969, 4.9204, -1.3242], [1.8145, 3.3282, -2.1429], [-2.0184, -1.9823, 3.1019], [-1.3373, -1.0675, 2.6570], [-0.3674, -1.2669, 1.8243], [-1.5338, 0.3297, 3.2078], [-2.3026, 0.4144, 4.3716], [-2.4946, 1.6067, 5.0385], [-1.9084, 2.7650, 4.5357], [-1.1577, 2.7095, 3.3819], [-0.9552, 1.5023, 2.6897], [-0.0386, 1.7031, 1.2017], [-2.7402, -0.5069, 4.7319], [-3.0921, 1.6381, 5.9413], [-2.0438, 3.7139, 5.0416], [-0.7151, 3.6113, 2.9767], [-0.4480, -0.9963, -3.9630], [-1.0273, 0.1180, -3.2496], [-0.6747, 1.4071, -3.2553], [-1.4449, 2.4858, -2.2177], [0.3011, 1.8675, -4.1053], [1.5454, 1.1662, -4.4161], [-1.0630, -1.8689, -3.7475], [0.5749, -1.2240, -3.6531], [-0.4698, -0.8303, -5.0420], [-1.5341, -0.1203, -2.3949], [0.4550, 2.8377, -3.8749], [1.3883, 0.3376, -5.1021], [2.0447, 0.8169, -3.5101], [2.1975, 1.8808, -4.9180]], "lowdin_spin": [0.7128, 0.0577, 0.0057, 0.0016, 0.0020, -0.0003, 0.0013, 0.0010, 0.0025, -0.0031, -0.0005, -0.0011, 0.0092, 0.0032, 0.0019, 0.0020, -0.0002, 0.0016, -0.0004, 0.0015, -0.0030, 0.0001, 0.0002, -0.0001, 0.0001, 0.0002, -0.0001, -0.0002, -0.0004, 0.0000, 0.0012, 0.0000, 0.0000, 0.0001, 0.0000, 0.0006, 0.0013, -0.0023, 0.0195, -0.0026, 0.0220, -0.0024, 0.0184, 0.0103, 0.1384, -0.0006, 0.0017, -0.0008, -0.0001, -0.0001, -0.0004, 0.0001, 0.0011, -0.0001, 0.0000, 0.0000, 0.0000, 0.0000, -0.0004, 0.0000, 0.0000, 0.0000, 0.0000]}

(2)
{"formula": "C20H35N5", "method": "the ωB97M-V functional and the def2-TZVPD basis", "spin_multiplicity": 2, "homo_lumo_gap_ev": [9.25, 1.64], "e_homo_ev": [-12.6, -12.6], "total_charge": 1, "elements": ["C", "C", "C", "C", "N", "H", "H", "H", "H", "H", "H", "H", "C", "C", "C", "C", "N", "H", "H", "H", "H", "H", "H", "H", "C", "C", "C", "C", "N", "H", "H", "H", "H", "H", "H", "H", "C", "C", "C", "C", "N", "H", "H", "H", "H", "H", "H", "H", "C", "C", "C", "C", "N", "H", "H", "H", "H", "H", "H", "H"], "positions_angstrom": [[2.1676, 12.3675, -1.0453], [3.6313, 12.0034, -1.2022], [4.0394, 10.7145, -0.4182], [5.3623, 10.2573, -0.9711], [6.3438, 9.8764, -1.3913], [1.9726, 12.5914, 0.0035], [1.5487, 11.5290, -1.3648], [2.0470, 13.3046, -1.5887], [4.2756, 12.7419, -0.7252], [3.8127, 12.0382, -2.2765], [3.3149, 9.9009, -0.4529], [4.1354, 10.9572, 0.6401], [2.7971, 7.3660, -4.2554], [2.8110, 8.7993, -3.6904], [3.7790, 9.6793, -4.5453], [3.5089, 9.9484, -5.9764], [3.2796, 10.2800, -7.0281], [2.2186, 6.6572, -3.6629], [3.8547, 7.1046, -4.2916], [2.5475, 7.3285, -5.3158], [3.0741, 8.8071, -2.6326], [1.7835, 9.1595, -3.6402], [4.7228, 9.1346, -4.5214], [3.8443, 10.7162, -4.2155], [5.4180, 13.5683, -9.7495], [5.7423, 13.1107, -8.3197], [5.8013, 14.3849, -7.3453], [4.6854, 15.3780, -7.3455], [3.7642, 16.0990, -7.3642], [4.3475, 13.7042, -9.9033], [5.8325, 12.8633, -10.4702], [5.9921, 14.4429, -10.0551], [6.6365, 12.5030, -8.4582], [4.9434, 12.5111, -7.8834], [6.6893, 14.9858, -7.5418], [5.8849, 13.8830, -6.3814], [8.7649, 11.0022, -6.8976], [9.6173, 9.9182, -6.1279], [9.1745, 8.5165, -6.6669], [8.0290, 8.1138, -5.8783], [7.0201, 7.8152, -5.2854], [8.9270, 12.0073, -6.5083], [7.7082, 11.0142, -6.6305], [8.9056, 11.0751, -7.9761], [9.5511, 10.0664, -5.0500], [10.6655, 9.9311, -6.4265], [9.9418, 7.7677, -6.4701], [8.9172, 8.5746, -7.7245], [-0.3288, 4.8762, -2.9586], [-1.6754, 4.6458, -2.1870], [-2.8698, 4.4205, -3.0906], [-3.2936, 5.5579, -3.9111], [-3.5476, 6.4467, -4.6374], [0.5417, 4.9380, -2.3055], [-0.3437, 5.7076, -3.6634], [-0.1582, 4.0862, -3.6899], [-1.9018, 5.4260, -1.4603], [-1.6041, 3.7375, -1.5887], [-3.6832, 4.1463, -2.4188], [-2.8048, 3.5581, -3.7541]], "lowdin_spin": [0.0000, 0.0001, 0.0000, 0.0000, 0.0001, 0.0000, 0.0000, 0.0000, 0.0000, 0.0000, 0.0000, 0.0000, 0.0008, 0.0023, 0.0036, 0.0093, 0.0190, 0.0003, 0.0001, 0.0001, 0.0000, 0.0002, 0.0003, 0.0011, 0.1100, 0.1821, 0.1784, 0.0779, 0.2818, 0.0178, 0.0257, 0.0241, -0.0004, 0.0221, 0.0145, 0.0282, -0.0001, 0.0001, 0.0000, 0.0001, 0.0003, 0.0000, -0.0001, 0.0000, 0.0000, 0.0000, 0.0000, 0.0000, 0.0000, 0.0000, 0.0000, 0.0000, 0.0000, 0.0000, 0.0000, 0.0000, 0.0000, 0.0000, 0.0000, 0.0000]}

(3)
{"formula": "C58H43IN8O3PSZr", "method": "the ωB97M-V functional and the def2-TZVPD basis", "homo_lumo_gap_ev": 7.14, "e_homo_ev": -9.8, "total_charge": 1, "elements": ["Zr", "C", "C", "C", "C", "C", "C", "P", "C", "C", "C", "C", "C", "C", "C", "C", "C", "C", "C", "C", "H", "H", "H", "H", "H", "H", "H", "H", "H", "H", "H", "H", "H", "H", "C", "O", "C", "C", "C", "C", "C", "C", "C", "N", "C", "C", "N", "C", "C", "C", "C", "N", "C", "C", "N", "C", "C", "C", "C", "H", "H", "H", "H", "H", "H", "H", "H", "H", "H", "H", "H", "H", "H", "I", "C", "C", "C", "C", "C", "C", "C", "C", "C", "C", "H", "H", "H", "H", "H", "H", "N", "C", "C", "C", "C", "C", "C", "S", "O", "O", "N", "C", "N", "C", "C", "C", "N", "H", "H", "H", "H", "H", "H", "H", "H", "H"], "positions_angstrom": [[-0.2566, 0.2047, -0.2409], [2.0777, -6.0487, -1.2008], [1.3726, -5.6208, -2.3179], [0.4110, -4.6291, -2.1994], [0.1484, -4.0558, -0.9580], [0.8672, -4.4832, 0.1581], [1.8240, -5.4807, 0.0392], [-1.0382, -2.7025, -0.7230], [-2.6006, -3.5150, -0.2607], [-3.7954, -2.8189, -0.4535], [-5.0005, -3.3691, -0.0483], [-5.0284, -4.6204, 0.5549], [-3.8462, -5.3196, 0.7440], [-2.6365, -4.7704, 0.3399], [-1.3887, -1.9290, -2.3093], [-2.0464, -2.5164, -3.3927], [-2.2577, -1.7671, -4.5344], [-1.8182, -0.4449, -4.5776], [-1.1886, 0.1311, -3.4851], [-0.9600, -0.5975, -2.3069], [2.8290, -6.8212, -1.2982], [1.5756, -6.0584, -3.2864], [-0.1188, -4.2848, -3.0776], [0.6847, -4.0270, 1.1266], [2.3758, -5.8070, 0.9109], [-3.7851, -1.8486, -0.9395], [-5.9204, -2.8231, -0.2123], [-5.9710, -5.0516, 0.8649], [-3.8623, -6.3009, 1.1999], [-1.7225, -5.3327, 0.4851], [-2.4037, -3.5388, -3.3312], [-2.7641, -2.2014, -5.3866], [-1.9793, 0.1406, -5.4750], [-0.8675, 1.1654, -3.5551], [4.2663, -3.0184, 12.7378], [3.1557, -3.5950, 12.0689], [2.8611, -3.1489, 10.8296], [1.7588, -3.7474, 10.2163], [1.3818, -3.3620, 8.9491], [2.0878, -2.3700, 8.2640], [3.1870, -1.7844, 8.8809], [3.5781, -2.1641, 10.1545], [1.7114, -1.9447, 6.9178], [2.4948, -1.3229, 6.0660], [1.7290, -1.1279, 4.9494], [0.4616, -1.6364, 5.1231], [0.4625, -2.1579, 6.3931], [-0.5532, -1.5591, 4.1262], [-1.8759, -2.0065, 4.2645], [-2.7567, -1.8257, 3.2307], [-2.3081, -1.2107, 2.0596], [-1.0598, -0.8145, 1.8927], [-0.1847, -0.9639, 2.9059], [1.1523, -0.4501, 2.6959], [1.4289, 0.0989, 1.4918], [2.6087, 0.6727, 1.3115], [3.6032, 0.6888, 2.2908], [3.3603, 0.0844, 3.4975], [2.1057, -0.4964, 3.7226], [4.3158, -3.5049, 13.7070], [4.1288, -1.9439, 12.8778], [5.1941, -3.2026, 12.1915], [1.2243, -4.5199, 10.7517], [0.5425, -3.8658, 8.4840], [3.7386, -1.0206, 8.3499], [4.4353, -1.6891, 10.6078], [-0.3124, -2.5629, 6.8878], [-2.2027, -2.4764, 5.1838], [-3.7877, -2.1416, 3.2997], [-2.9873, -1.0398, 1.2384], [2.7745, 1.1374, 0.3488], [4.5482, 1.1665, 2.0758], [4.1029, 0.0519, 4.2838], [2.2387, -1.4208, -1.3595], [2.6748, 0.1226, -2.6924], [3.6315, -0.1208, -3.6357], [3.9496, 0.8727, -4.5789], [3.2792, 2.0594, -4.5547], [2.2747, 2.3118, -3.5906], [1.5600, 3.5345, -3.6281], [0.5721, 3.7725, -2.7264], [0.2810, 2.8082, -1.7339], [0.9410, 1.6029, -1.6114], [1.9539, 1.3431, -2.5985], [4.1424, -1.0738, -3.6688], [4.7127, 0.6801, -5.3204], [3.4970, 2.8302, -5.2837], [1.8141, 4.2631, -4.3882], [0.0101, 4.6984, -2.7484], [-0.4955, 3.0829, -1.0331], [-4.9519, 6.4342, -1.9910], [-4.3495, 5.4033, -1.3390], [-3.7134, 4.3776, -2.0536], [-3.0961, 3.3408, -1.3885], [-3.0915, 3.3115, 0.0033], [-3.7325, 4.3165, 0.7267], [-4.3540, 5.3481, 0.0660], [-2.3630, 1.9730, 0.8562], [-3.1329, 1.6749, 2.0231], [-2.3058, 0.8843, -0.2041], [-0.7768, 2.0478, 1.1189], [-0.2070, 3.2421, 1.4935], [1.1276, 3.3064, 1.3950], [1.6794, 4.4616, 1.7407], [0.9407, 5.5505, 2.1769], [-0.4245, 5.3601, 2.2649], [-1.0075, 4.2109, 1.9405], [-5.0274, 6.4326, -2.9908], [-5.4855, 7.1171, -1.4868], [-3.7244, 4.3905, -3.1362], [-2.6391, 2.5391, -1.9529], [-3.7383, 4.2743, 1.8060], [-4.8575, 6.1247, 0.6278], [2.7605, 4.5173, 1.6659], [1.4062, 6.4867, 2.4446], [-1.0796, 6.1489, 2.6185]], "lowdin_charge": [1.5189, -0.0714, -0.0654, -0.0891, -0.4558, -0.1470, -0.0765, 1.0227, -0.3534, -0.1123, -0.0708, -0.0787, -0.0747, -0.0773, -0.4570, -0.0975, -0.0745, -0.0705, -0.1077, -0.3229, 0.1082, 0.1099, 0.0982, 0.1035, 0.1079, 0.1108, 0.1091, 0.1062, 0.1068, 0.0982, 0.1132, 0.1055, 0.1050, 0.0860, -0.0697, -0.0695, -0.2777, 0.0086, -0.0275, -0.1642, -0.0116, -0.0023, -0.2547, 0.1941, -0.1705, -0.1259, 0.1863, -0.0599, 0.0243, -0.0048, -0.1471, 0.0032, -0.1371, -0.1353, -0.0350, -0.1900, -0.0179, 0.0338, -0.0636, 0.0953, 0.0971, 0.0975, 0.1241, 0.1083, 0.1158, 0.1062, 0.1533, 0.1203, 0.1213, 0.0908, 0.0852, 0.1165, 0.1264, 1.2538, -0.5796, -0.1510, -0.0696, -0.0267, -0.1628, -0.0289, -0.0629, -0.1569, -0.2538, -0.2485, 0.0925, 0.1099, 0.1164, 0.1156, 0.1081, 0.0565, 0.1280, -0.3057, -0.0137, -0.0619, -0.3075, -0.0654, -0.0139, 0.6809, -0.2521, -0.4810, -0.2028, -0.4641, 0.1397, -0.1116, -0.0475, -0.1053, 0.1314, 0.1031, 0.1031, 0.1165, 0.1042, 0.1145, 0.1158, 0.1132, 0.1023, 0.1161]}

(4)
{"formula": "C5H7N", "method": "the ωB97M-V functional and the def2-TZVPD basis", "homo_lumo_gap_ev": 8.68, "e_homo_ev": -7.8, "total_charge": 0, "elements": ["C", "C", "C", "C", "C", "N", "H", "H", "H", "H", "H", "H", "H"], "positions_angstrom": [[-1.8064, 0.3639, 0.0002], [-0.2288, -1.4465, -0.4559], [-0.7629, -0.6135, 0.6986], [0.1609, 0.4373, 0.1104], [1.5431, 1.0081, 0.0343], [-0.9492, 1.1199, -0.5368], [-2.9447, 0.3041, -0.0281], [0.7439, -1.9322, -0.3395], [-0.6798, -1.5258, -1.3591], [-0.7160, -1.0582, 1.6422], [1.8715, 1.1834, -1.0646], [2.1715, 0.2226, 0.5365], [1.5969, 1.9370, 0.7617]], "lowdin_charge": [-0.1274, 0.0588, -0.2276, -0.3169, -0.0733, 0.0834, 0.1221, 0.0698, 0.0246, 0.0947, 0.1061, 0.0765, 0.1094]}

Which ΔE to the lowest compared entry with this formula, charge and spin belongs to each record? In order, 15.5; 12.4; 6.9; 111.8 kcal/mol.